Record 1
# CH6NS

A 3-piece molecular cluster, CH6NS overall at a distorted geometry (ωB97M-V/def2-TZVPD, the OMol25 dataset).

Geometry as XYZ:
```
9
Properties=species:S:1:pos:R:3:nbo_charge:R:1
N -1.114 0.568 -1.382 -1.0838
H -1.974 0.720 -0.882 0.3550
H -0.497 1.208 -1.034 0.3692
H -0.626 -0.299 -0.882 0.3525
C 1.113 -0.822 0.607 -0.7270
S -0.054 1.169 1.683 -0.8661
H 0.424 -1.558 1.139 0.1990
H 0.804 -0.635 -0.433 0.1659
H 1.924 -0.351 1.184 0.2353
```

Calculated values
Kohn-Sham gap = 6.90 eV
HOMO = -2.77 eV
net charge = -1
total energy = -13457.679 eV
lowest unoccupied orbital energy = 4.131 eV
energy relative to the best compared isomer or geometry (same formula, charge and spin) = 65.2 kcal/mol



Record 2
# CH6NS

A 2-piece molecular cluster, CH6NS overall at a distorted geometry (ωB97M-V/def2-TZVPD, the OMol25 dataset).

Geometry as XYZ:
```
9
Properties=species:S:1:pos:R:3:nbo_charge:R:1
N 1.727 -0.866 2.043 -1.0903
H 1.004 -0.212 1.720 0.4007
H 2.052 -1.223 1.147 0.3494
H 2.461 -0.259 2.397 0.3285
C -1.527 0.484 -1.588 -0.7264
S -0.663 0.831 0.005 -0.7748
H -2.524 0.862 -1.537 0.1725
H -0.980 0.971 -2.398 0.1709
H -1.551 -0.589 -1.787 0.1693
```

Calculated values
Kohn-Sham gap = 6.70 eV
HOMO = -2.19 eV
net charge = -1
total energy = -13460.359 eV
lowest unoccupied orbital energy = 4.505 eV
energy relative to the best compared isomer or geometry (same formula, charge and spin) = 3.4 kcal/mol



Record 3
# CH6NS

A 2-piece molecular cluster, CH6NS overall at a distorted geometry (ωB97M-V/def2-TZVPD, the OMol25 dataset).

Geometry as XYZ:
```
9
Properties=species:S:1:pos:R:3:nbo_charge:R:1
C -0.684 -1.394 0.269 0.1646
N -0.249 -0.355 0.880 -0.5608
S 0.968 1.503 -0.715 -0.3647
H -1.564 -1.103 -0.274 0.2116
H -0.457 -2.439 0.295 0.2508
H 0.192 -0.077 1.748 0.4730
H 0.529 1.348 -1.983 0.1827
H -0.909 0.398 0.685 0.4321
H 2.174 2.119 -0.904 0.2107
```

Calculated values
Kohn-Sham gap = 7.93 eV
HOMO = -13.92 eV
net charge = +1
total energy = -13450.649 eV
lowest unoccupied orbital energy = -5.990 eV
energy relative to the best compared isomer or geometry (same formula, charge and spin) = 33.7 kcal/mol